No. 1
ORCA calculation (ωB97M-V with the def2-TZVPD basis set) on the molecule C2H6ClO3PS.

Values from the calculation:
HOMO energy   -9.297 eV
Structure (SMILES)   COP(=O)(OC)SCl
Gap between HOMO and LUMO   9.04 eV
Lowest unoccupied orbital energy   -0.256 eV
Calculated total energy   -1505.2675 a.u.
Maximum force   6.285 eV/Å

Each line ends with the Mulliken charge.
Geometry (Å):
C (0.11, -1.93, -0.36)  -0.750
O (-0.45, -1.12, -1.33)  -0.220
P (-1.35, 0.08, -0.91)  0.905
O (-2.02, 0.74, -2.04)  -0.580
O (-0.37, 0.98, 0.02)  -0.204
C (-0.82, 2.20, 0.67)  -0.698
S (-2.98, -0.73, 0.75)  -0.116
Cl (-3.76, 1.09, 0.34)  -0.167
H (-0.54, -2.53, 0.09)  0.391
H (0.72, -1.34, 0.34)  0.303
H (0.85, -2.65, -0.97)  0.215
H (0.20, 2.29, 1.16)  0.240
H (-1.52, 2.02, 1.51)  0.364
H (-1.21, 3.01, 0.08)  0.318


No. 2
ORCA calculation (ωB97M-V with the def2-TZVPD basis set) on a 2-piece molecular cluster, C4H13N2O2 overall.

Values from the calculation:
HOMO energy (spin up / spin down)   -17.876 / -17.864 eV
Gap between HOMO and LUMO (spin up / spin down)   10.16 / 4.32 eV
Multiplicity   2
Lowest unoccupied orbital energy (spin up / spin down)   -7.713 / -13.546 eV
Charge   +2
Calculated total energy   -419.4108 a.u.
Maximum force   6.945 eV/Å

Each line ends with the Mulliken charge.
Geometry (Å):
N (-1.78, -0.08, 0.21)  -0.341
C (-0.43, 0.63, 0.60)  0.069
C (0.59, -0.43, 1.21)  -0.587
C (0.07, -1.06, 2.37)  -0.010
O (-1.14, -1.40, 2.46)  -0.548
C (0.28, 1.11, -0.70)  -0.378
N (-0.82, 1.64, -1.56)  -0.094
H (-2.09, -0.58, 1.07)  0.371
H (-1.57, -0.81, -0.48)  0.382
H (-2.59, 0.54, -0.27)  0.421
H (-0.67, 1.54, 1.27)  0.334
H (0.78, -1.25, 0.40)  0.289
H (1.54, -0.09, 1.47)  0.481
H (0.79, -1.54, 3.16)  0.361
H (1.02, 1.91, -0.51)  0.433
H (0.79, 0.28, -1.14)  0.164
H (-0.86, 1.22, -2.52)  0.348
H (-0.82, 2.60, -1.58)  0.317
H (1.86, -1.67, -2.36)  0.278
H (2.99, -1.27, -1.57)  0.296
O (2.05, -1.28, -1.56)  -0.585


No. 3
ORCA calculation (ωB97M-V with the def2-TZVPD basis set) on C17H39N2O34PS8 as an isolated structure.

Values from the calculation:
HOMO energy   -8.561 eV
Gap between HOMO and LUMO   7.96 eV
Lowest unoccupied orbital energy   -0.602 eV
Calculated total energy   -6865.0177 a.u.
Maximum force   12.284 eV/Å

Each line ends with the Mulliken charge.
Geometry (Å):
N (1.04, 0.54, 1.25)  -0.296
C (2.48, 1.02, 1.50)  -0.357
P (2.96, 2.10, -0.04)  0.298
O (3.19, 3.15, -1.42)  -0.240
N (2.10, 3.96, -1.56)  0.014
O (1.09, 3.30, -1.78)  -0.269
H (0.48, 0.59, 2.15)  0.164
H (0.55, 1.21, 0.62)  0.086
H (3.22, 0.12, 1.68)  0.226
H (2.42, 1.68, 2.46)  0.181
H (4.37, 1.86, 0.13)  0.038
H (2.38, 3.22, 0.66)  0.041
H (2.21, 1.13, -0.84)  0.099
C (-2.52, 1.61, -2.48)  -0.383
C (-2.85, 2.18, -1.10)  -0.252
O (-3.48, 1.12, -0.39)  -0.341
S (-2.84, -0.30, -0.90)  1.177
O (-1.82, -0.70, 0.04)  -0.417
O (-3.93, -1.17, -1.30)  -0.605
O (-2.11, 0.27, -2.24)  -0.291
H (-3.41, 1.60, -3.12)  0.298
H (-1.72, 2.17, -2.97)  0.309
H (-3.51, 3.05, -1.15)  0.335
H (-1.94, 2.46, -0.56)  0.162
C (-1.12, 1.50, 6.77)  -0.361
C (-1.65, 1.47, 5.34)  -0.060
O (-0.84, 2.41, 4.62)  -0.305
S (0.66, 2.42, 5.27)  1.057
O (1.50, 1.56, 4.47)  -0.515
O (1.01, 3.78, 5.59)  -0.557
O (0.30, 1.63, 6.65)  -0.331
H (-1.50, 2.38, 7.31)  0.310
H (-1.37, 0.60, 7.32)  0.318
H (-2.70, 1.75, 5.28)  0.334
H (-1.50, 0.49, 4.88)  0.038
C (-1.98, -2.89, 4.51)  -0.358
C (-2.91, -3.79, 3.70)  -0.476
O (-3.63, -2.91, 2.84)  -0.143
S (-2.67, -1.65, 2.45)  1.193
O (-2.07, -1.92, 1.16)  -0.510
O (-3.37, -0.43, 2.75)  -0.626
O (-1.53, -1.89, 3.59)  -0.307
H (-2.51, -2.39, 5.32)  0.276
H (-1.13, -3.45, 4.92)  0.342
H (-3.60, -4.35, 4.34)  0.360
H (-2.35, -4.49, 3.07)  0.272
C (5.33, 6.93, -0.02)  -0.322
C (4.40, 6.56, -1.18)  0.215
O (3.59, 7.72, -1.39)  -0.330
S (4.46, 9.05, -1.02)  1.087
O (5.00, 9.59, -2.26)  -0.544
O (3.71, 9.84, -0.08)  -0.538
O (5.67, 8.30, -0.23)  -0.312
H (4.81, 6.85, 0.94)  0.332
H (6.23, 6.31, 0.00)  0.263
H (3.78, 5.69, -0.95)  0.007
H (4.97, 6.38, -2.10)  0.268
C (-4.50, -4.78, -2.31)  -0.178
C (-3.20, -4.02, -2.57)  -0.215
O (-2.54, -4.75, -3.61)  -0.203
S (-3.67, -5.42, -4.57)  1.139
O (-3.85, -4.57, -5.73)  -0.605
O (-3.39, -6.84, -4.68)  -0.556
O (-4.95, -5.22, -3.59)  -0.346
H (-4.32, -5.66, -1.69)  0.253
H (-5.26, -4.15, -1.83)  0.198
H (-2.57, -3.95, -1.69)  0.317
H (-3.41, -3.01, -2.95)  0.162
C (1.45, -7.33, -2.40)  -0.357
C (1.53, -7.43, -3.92)  -0.406
O (0.18, -7.53, -4.36)  -0.321
S (-0.78, -6.70, -3.34)  1.285
O (-1.02, -5.39, -3.92)  -0.499
O (-1.84, -7.57, -2.89)  -0.571
O (0.30, -6.52, -2.13)  -0.314
H (1.28, -8.31, -1.95)  0.296
H (2.34, -6.87, -1.96)  0.310
H (2.12, -8.29, -4.25)  0.315
H (1.96, -6.51, -4.35)  0.278
C (9.88, 7.24, -2.01)  -0.271
C (10.57, 5.90, -1.77)  -0.326
O (9.54, 4.92, -1.84)  -0.320
S (8.40, 5.42, -2.89)  1.009
O (8.65, 4.79, -4.16)  -0.573
O (7.12, 5.38, -2.23)  -0.392
O (8.88, 6.98, -3.00)  -0.307
H (9.37, 7.58, -1.10)  0.230
H (10.57, 8.01, -2.36)  0.314
H (11.08, 5.86, -0.81)  0.315
H (11.29, 5.69, -2.57)  0.284
C (-8.92, -4.13, 1.61)  -0.397
C (-8.27, -3.48, 0.40)  -0.367
O (-6.87, -3.56, 0.64)  -0.174
S (-6.55, -4.91, 1.50)  1.000
O (-6.13, -5.94, 0.57)  -0.537
O (-5.79, -4.54, 2.67)  -0.449
O (-8.09, -5.23, 1.95)  -0.304
H (-8.94, -3.44, 2.46)  0.289
H (-9.94, -4.47, 1.40)  0.307
H (-8.58, -2.44, 0.26)  0.335
H (-8.49, -4.05, -0.52)  0.300